[1]
DFT (wB97M-V/def2-TZVPD) results for a cluster of 3 separate species, C5H17NO2 in total.

```
25
Properties=species:S:1:pos:R:3:forces:R:3
O 0.084 2.649 2.577 -1.28 -1.15 -3.35
O -1.233 -0.857 3.978 -0.69 -1.42 2.22
N 0.126 0.713 0.043 0.96 -1.96 1.14
C 0.759 -0.632 -0.005 -2.01 0.04 -0.29
C 0.201 1.400 -1.204 -2.47 5.55 3.74
C -1.219 1.835 -1.583 -1.61 -1.42 -1.21
C 1.363 -2.414 -1.833 -1.12 -0.57 1.89
C 0.201 -1.573 -1.115 3.69 -1.57 1.71
H -1.553 2.391 -0.707 -0.36 0.04 -0.05
H 0.678 -1.118 0.942 -0.69 -0.26 0.89
H -1.906 -0.581 4.647 0.52 0.42 -1.06
H 0.712 2.407 -0.907 -0.41 -1.38 -1.13
H -2.003 0.883 -1.705 2.10 2.42 0.09
H 1.812 -0.533 -0.026 1.27 0.45 -0.88
H 0.776 0.942 -1.856 2.44 -2.34 -3.45
H 0.503 2.101 3.196 1.02 -0.95 1.81
H 0.798 -3.004 -2.573 0.88 0.08 -0.09
H -1.301 2.552 -2.458 0.15 -1.10 0.86
H -0.314 -1.087 -1.839 -0.94 2.27 -2.61
H -0.586 -2.205 -0.821 -0.73 -1.20 1.37
H 1.972 -1.626 -2.247 0.58 -0.32 -0.56
H -1.016 -1.712 4.446 0.21 1.02 -1.20
H 2.014 -3.146 -1.155 -1.58 1.76 -1.28
H -0.045 1.934 1.834 0.44 2.07 1.44
H -0.822 0.681 0.370 -0.38 -0.49 0.00
```
Positions in Å, forces in eV/Å.

Properties
- spin multiplicity = 1
- net charge = 0
- LUMO energy (eV) = 0.60
- SMILES = CCCNCC.O.O
- gap between HOMO and LUMO (eV) = 9.305

Löwdin atomic charge list, values in e, 4 entries: atom 1 (O): -0.095, atom 2 (O): -0.102, atom 3 (N): -0.107, atom 4 (C): -0.191

=====

[2]
DFT (wB97M-V/def2-TZVPD) results for the molecule C2H4N2S2.

```
10
Properties=species:S:1:pos:R:3:forces:R:3
S 2.589 -0.985 0.116 -0.22 -0.62 0.25
S -0.524 1.816 -0.593 0.40 0.34 -0.15
N -1.908 1.006 -0.180 0.25 -2.23 0.50
N 1.011 -0.348 0.029 -0.04 1.71 -0.84
C 0.940 0.871 -0.410 -0.93 -1.97 1.21
C -1.959 -0.228 0.234 -1.32 1.77 -0.04
H 2.166 -2.205 0.534 0.29 0.43 -0.15
H 1.800 1.474 -0.622 0.62 0.44 -0.37
H -1.094 -0.863 0.441 -0.36 0.17 -0.23
H -3.021 -0.539 0.450 1.31 -0.04 -0.18
```
Positions in Å, forces in eV/Å.

Properties
- spin multiplicity = 1
- net charge = 0
- LUMO energy (eV) = 0.44
- SMILES = C=NS/C=N/S
- gap between HOMO and LUMO (eV) = 8.907

Löwdin atomic charge list, values in e, 4 entries: atom 1 (S): 0.706, atom 2 (S): 0.888, atom 3 (N): -0.410, atom 4 (N): -0.477

=====

[3]
DFT (wB97M-V/def2-TZVPD) results for a structure of composition C6H11NO.

```
19
Properties=species:S:1:pos:R:3:forces:R:3
O 3.142 -1.327 0.107 -2.40 1.38 0.00
N 0.881 -0.927 -0.421 4.25 1.53 1.03
C -1.298 -0.926 0.308 -2.18 -1.59 -4.17
C 2.200 -0.527 -0.023 -0.04 -3.77 -2.53
C -2.797 -0.356 -0.097 -1.73 1.42 1.37
C -0.090 -0.054 -0.149 -2.92 -1.74 1.79
C -0.120 1.238 -0.076 -0.77 3.76 1.15
C 2.490 0.919 0.035 -1.13 2.83 -0.10
H -1.019 -2.023 -0.298 -1.85 2.73 0.89
H -1.062 1.674 0.059 -1.92 -0.17 0.53
H -1.411 -1.479 1.251 0.81 1.45 0.51
H 2.124 1.850 -0.628 0.39 -3.07 1.12
H -3.036 -0.032 -1.232 0.88 -1.45 2.57
H -3.206 0.803 0.487 1.80 -3.69 -1.37
H 3.475 0.777 -0.210 2.95 0.71 0.12
H 2.326 1.207 1.081 0.48 0.24 -0.16
H -3.558 -1.164 0.385 1.55 2.02 -1.67
H 0.491 2.104 0.187 0.66 -1.05 -1.07
H 0.468 -1.756 -0.764 1.19 -1.53 -0.01
```
Positions in Å, forces in eV/Å.

Properties
- spin multiplicity = 1
- net charge = 0
- LUMO energy (eV) = 0.75
- gap between HOMO and LUMO (eV) = 9.567

Löwdin atomic charge list, values in e, 4 entries: atom 1 (O): 0.048, atom 2 (N): 0.101, atom 3 (C): -0.164, atom 4 (C): -0.425

=====

[4]
DFT (wB97M-V/def2-TZVPD) results for the molecule C4H4O.

```
9
Properties=species:S:1:pos:R:3:forces:R:3
O -3.187 0.290 0.029 0.52 -0.02 0.03
C 1.794 0.189 0.074 -3.54 -1.20 -0.16
C -2.094 -0.105 0.007 -1.45 0.44 -0.06
C 0.417 0.273 -0.052 -0.23 0.51 -0.03
C -0.905 -0.612 -0.041 4.69 0.38 0.17
H 0.088 1.297 -0.221 0.08 0.05 0.02
H 2.369 1.087 -0.014 0.08 0.31 -0.03
H -0.794 -1.682 -0.029 -0.28 -0.25 0.02
H 2.313 -0.737 0.246 0.12 -0.22 0.03
```
Positions in Å, forces in eV/Å.

Properties
- spin multiplicity = 1
- net charge = 0
- LUMO energy (eV) = 0.69
- SMILES = C=CC=C=O
- gap between HOMO and LUMO (eV) = 9.464

Löwdin atomic charge list, values in e, 4 entries: atom 1 (O): 0.188, atom 2 (C): -0.008, atom 3 (C): -0.220, atom 4 (C): -0.137

=====

[5]
DFT (wB97M-V/def2-TZVPD) results for a cluster of 3 separate species, C5H15NO2 in total.

```
23
Properties=species:S:1:pos:R:3:forces:R:3
O -3.181 0.046 -0.422 0.83 -0.74 -0.43
O 3.535 -0.028 -0.070 2.45 0.71 1.23
N -0.307 -0.147 -0.659 0.55 -1.07 1.53
C -0.475 -0.744 1.653 -0.94 2.49 -3.51
C -0.513 0.861 1.559 0.21 0.02 -0.91
C -0.341 1.160 -0.020 -2.05 -0.32 1.54
C 0.412 -1.044 0.350 -1.63 0.35 0.23
C 0.402 -0.089 -1.887 1.54 0.84 0.25
H 0.603 -1.028 -2.266 0.30 -2.49 -0.48
H 0.361 1.384 1.913 0.48 -0.38 0.95
H 4.461 0.208 0.262 -1.99 -0.40 -0.10
H 1.448 0.377 -1.856 -1.35 0.13 0.15
H -1.520 -0.973 1.249 1.26 -0.27 1.05
H -1.159 1.804 -0.385 0.14 -0.47 -0.07
H 0.295 -2.085 0.022 0.09 0.22 0.04
H -0.228 0.305 -2.627 -0.57 1.35 -1.09
H 0.568 1.657 -0.264 1.05 0.66 0.32
H -2.259 -0.285 -0.619 -0.51 0.64 0.25
H -3.711 -0.625 -0.865 -0.31 0.13 0.08
H 3.765 -0.139 -0.982 -0.31 -0.26 -1.16
H -0.325 -1.165 2.623 0.56 -0.32 0.34
H 1.478 -0.768 0.328 -0.33 -0.10 0.68
H -1.378 1.356 2.079 0.53 -0.71 -0.89
```
Positions in Å, forces in eV/Å.

Properties
- spin multiplicity = 1
- net charge = 0
- LUMO energy (eV) = 0.48
- SMILES = CN1CCCC1.O.O
- gap between HOMO and LUMO (eV) = 9.318

Löwdin atomic charge list, values in e, 4 entries: atom 1 (O): -0.095, atom 2 (O): -0.078, atom 3 (N): -0.266, atom 4 (C): -0.111

=====

[6]
DFT (wB97M-V/def2-TZVPD) results for a cluster of 2 separate species, C2H6Cl3NO2P2 in total.

```
16
Properties=species:S:1:pos:R:3:forces:R:3
Cl -2.109 1.734 -0.397 -1.06 2.05 -1.39
Cl 2.355 1.735 0.926 0.14 -0.10 -0.06
Cl 3.365 -0.809 -0.625 -0.12 0.02 -0.03
P 1.683 -0.077 0.218 0.13 0.90 -1.27
P -0.982 0.830 0.888 1.39 -1.77 -0.90
O -1.960 -0.422 0.825 0.28 0.61 0.16
O 1.150 -0.886 1.293 -0.20 -1.03 1.74
N 0.544 0.183 -0.871 -1.12 1.00 1.10
C -1.733 -1.620 1.505 -1.22 -0.38 -0.34
C 0.632 1.102 -2.006 2.36 -1.13 -0.07
H -0.864 -2.061 1.177 1.54 -1.56 -1.68
H 1.648 1.606 -2.052 -1.02 -0.57 -0.11
H -1.475 -1.526 2.490 0.16 1.03 2.97
H -2.647 -2.177 1.457 -0.21 -0.58 -0.35
H 0.467 0.515 -2.931 0.02 0.56 0.38
H -0.073 1.874 -1.896 -1.06 0.94 -0.14
```
Positions in Å, forces in eV/Å.

Properties
- spin multiplicity = 1
- net charge = 0
- LUMO energy (eV) = -0.63
- gap between HOMO and LUMO (eV) = 9.018

Löwdin atomic charge list, values in e, 4 entries: atom 1 (Cl): 0.399, atom 2 (Cl): 0.266, atom 3 (Cl): 0.329, atom 4 (P): -0.326

=====

[7]
DFT (wB97M-V/def2-TZVPD) results for a structure of composition C19H42NOP3SW.

```
68
Properties=species:S:1:pos:R:3:forces:R:3
W 0.186 0.073 -0.120 1.85 2.41 -5.48
S 0.260 1.099 -2.805 -0.83 0.01 0.31
P 2.518 1.118 -0.212 1.89 1.22 -0.39
P -0.253 1.532 1.697 0.28 1.30 3.51
P -1.852 -1.022 -0.095 -4.77 -2.47 -0.23
O -1.250 -1.697 4.517 -0.91 0.90 -0.21
N -0.056 -3.546 5.043 -1.66 2.87 -0.89
C -2.457 -1.796 1.460 0.10 -0.07 0.73
C -0.979 -0.913 -4.329 0.39 0.36 0.06
C -1.613 1.126 2.834 -0.18 -0.04 0.17
C -0.174 -2.195 4.852 2.62 -5.05 1.54
C -2.157 -2.391 -1.273 0.32 -0.13 -0.35
C -1.721 0.985 -6.254 0.10 -0.13 0.13
C 3.591 0.810 -1.678 -0.05 -0.20 -0.28
C 1.097 -1.415 5.072 0.10 1.45 -0.17
C -0.824 3.065 0.878 -0.11 -0.02 -0.62
C -1.865 -0.386 -6.522 -0.08 0.64 0.23
C 2.612 2.958 -0.193 -0.20 0.01 0.12
C 1.047 2.053 2.887 -0.03 0.06 -0.05
C 1.199 -1.642 0.415 1.04 -0.80 -2.10
C -3.208 0.136 -0.538 0.02 0.36 -0.04
C 3.628 0.563 1.140 -0.02 0.01 0.36
C -1.219 1.406 -5.028 0.51 0.23 0.20
C -0.822 0.453 -4.085 -0.30 -0.16 -0.54
C -1.512 -1.317 -5.554 -0.01 -0.25 0.32
C 1.091 -1.525 -1.120 1.20 -1.84 2.46
H -1.659 -1.970 2.193 -0.14 0.02 -0.37
H -2.896 0.797 -1.354 -0.17 -0.04 0.04
H 1.120 1.640 -3.720 0.36 -0.30 0.96
H -1.463 -3.223 -1.106 -0.13 0.13 0.02
H 4.089 1.443 1.609 -0.07 -0.27 -0.07
H 1.656 -1.791 5.937 -0.39 -0.14 -0.08
H 0.589 -2.431 0.874 0.11 0.26 0.06
H -2.240 -0.698 -7.492 0.07 -0.06 0.15
H -0.967 2.452 -4.816 -0.49 -0.27 -0.33
H 0.489 -2.295 -1.612 -0.17 0.47 0.16
H -3.183 -2.757 -1.124 0.26 0.20 0.05
H -0.892 -4.110 4.909 0.23 -0.26 0.20
H 3.670 3.236 -0.315 -0.35 -0.06 0.11
H 2.229 3.392 0.738 0.14 0.01 -0.38
H 4.425 -0.056 0.711 -0.16 0.14 0.11
H 3.031 0.689 -2.614 0.22 -0.10 0.30
H 1.738 -1.490 4.179 -0.36 -0.12 0.17
H 1.904 2.528 2.390 -0.34 -0.29 0.33
H 4.260 1.675 -1.804 -0.20 -0.25 0.14
H -2.053 -2.044 -2.308 -0.09 -0.06 0.30
H -1.418 0.181 3.373 -0.15 0.55 -0.36
H 0.590 2.782 3.579 0.22 -0.26 -0.23
H -0.564 -1.616 -3.615 -0.10 -0.12 -0.27
H 3.107 -0.031 1.901 0.16 0.30 -0.10
H -0.870 3.867 1.629 0.03 -0.26 0.01
H -3.518 0.735 0.328 0.09 -0.09 -0.25
H 4.227 -0.067 -1.491 -0.31 0.13 -0.23
H -1.944 1.729 -7.011 -0.08 -0.14 0.07
H -2.566 1.064 2.291 0.26 -0.05 0.27
H -1.683 1.945 3.564 -0.07 -0.22 -0.15
H 2.047 3.367 -1.041 0.15 -0.06 0.18
H -2.921 -2.767 1.227 0.15 0.37 -0.06
H 0.838 -0.366 5.246 0.20 -0.14 0.05
H -3.205 -1.156 1.948 0.18 -0.18 -0.26
H -0.162 3.396 0.072 -0.05 -0.04 0.12
H 2.007 -1.310 -1.680 -0.24 0.03 0.34
H -1.827 2.919 0.461 0.12 0.05 0.08
H 1.390 1.174 3.456 -0.08 0.38 -0.21
H -4.065 -0.461 -0.882 0.26 0.12 0.11
H -1.609 -2.377 -5.755 0.01 0.07 -0.04
H 2.217 -1.548 0.820 -0.60 -0.13 0.11
H 0.809 -3.979 5.319 0.30 0.02 0.18
```
Positions in Å, forces in eV/Å.

Properties
- spin multiplicity = 3
- net charge = +4
- LUMO energy (spin up / spin down) (eV) = -15.20 / -16.43
- expectation value of S² = 2.13
- gap between HOMO and LUMO (spin up / spin down) (eV) = 3.850 / 2.754

Löwdin atomic charge list, values in e, 4 entries: atom 1 (W): 1.067, atom 2 (S): 0.810, atom 3 (P): 0.709, atom 4 (P): 0.653

=====

Here are the calculated energy numbers, same order: -11043.720 -26787.337 -9932.948 -6258.004 -11012.071 -63903.233 -64403.037 (eV).
Here are the calculated max |F| numbers, same order: 7.14 2.49 4.97 4.71 4.40 3.15 6.27 (eV/A).